Computed, not measured: a structure of composition C5H6O4Sm at a distorted geometry, with the ωB97M-V functional and the def2-TZVPD basis.

Values from the calculation:
DFT total energy: -1152.2706 a.u.
Kohn-Sham gap (alpha / beta): 7.05 / 8.04 eV
energy above the lowest of the compared OMol25 structures with the same formula, charge and spin: 109.0 kcal/mol

```
! wB97M-V def2-TZVPD RIJCOSX def2/J DEFGRID3
* xyz 2 7
C 1.205 -0.996 0.007
C -0.070 -1.472 0.506
H 2.101 -1.610 0.161
H 1.053 -0.598 1.227
H 0.125 -2.144 1.340
Sm 1.049 -0.278 -2.230
C -1.507 -1.378 0.186
O -2.050 -0.005 0.347
C -1.356 1.026 0.023
O -0.211 0.995 -0.466
O -1.821 2.128 0.540
H -2.148 -1.933 0.882
H -1.807 -1.740 -0.804
H -1.177 2.847 0.463
C 3.648 3.000 -0.924
O 2.968 2.159 -1.257
*
```